# 1
The following is a DFT calculation (wB97M-V/def2-TZVPD) of ClH2OPS in the gas phase.

XYZ file:
```
6
Properties=species:S:1:pos:R:3:forces:R:3
H -0.71329 -2.20653 0.98322 0.05 0.51 -0.01
S -0.88768 -1.47559 -0.13957 -0.68 0.76 0.10
O -0.31269 1.29172 -0.81371 0.49 1.72 0.90
Cl 1.86484 -0.24053 0.04422 -0.11 0.72 0.85
P -0.12625 0.45949 0.58270 1.37 -2.00 -1.26
H 0.17507 2.17145 -0.65685 -1.12 -1.71 -0.59
```
Positions in Å, forces in eV/Å.

Computed properties:
2S+1: 1
Kohn-Sham gap, hartree: 0.3547
SMILES: OP(S)Cl
E, eV: -34727.34568
Energy relative to the best compared isomer or geometry (same formula, charge and spin), kJ/mol: 61.7
HOMO level, eV: -9.44

Calculated atomic charges, method natural (NBO), unit e:
1. H 0.1553
2. S -0.3284
3. O -0.9833
4. Cl -0.3942
5. P 1.0416
6. H 0.5090

# 2
The following is a DFT calculation (wB97M-V/def2-TZVPD) of a gas-phase ion, C9H17N2OS (charge +1).

XYZ file:
```
30
Properties=species:S:1:pos:R:3:forces:R:3
O 0.41819 1.87093 0.83176 -0.63 -0.67 0.52
C -0.58371 -2.42215 -2.99285 1.00 -1.30 -1.16
H 1.91636 -0.08411 -0.62439 1.44 1.14 -0.30
C 0.40375 -0.13157 -3.02551 0.69 1.29 1.47
H -0.62130 -0.94245 2.32318 -0.68 -0.39 0.73
H 1.13423 2.28814 2.74312 0.48 1.05 0.56
H 2.52563 0.71699 1.78196 -1.74 -1.34 0.75
H -0.78838 3.45632 1.52939 -0.99 -0.29 1.00
H -0.46537 -2.37499 -4.10058 -0.53 0.05 0.75
H -1.60140 -2.74080 -2.70927 0.34 0.33 -0.19
C -0.23856 -1.06226 -0.95770 6.24 1.36 5.13
S -1.22417 -1.80217 0.20773 -0.94 1.94 -1.05
H -2.38017 0.35409 -0.06500 1.05 -0.13 -0.04
C -0.05287 -1.53350 1.62491 -0.76 1.82 -0.29
N -2.51352 -0.59840 0.25595 1.71 -0.59 1.53
C 1.15067 -0.48164 -0.04637 -6.61 -3.05 -3.29
H 0.37889 -2.40874 2.09246 -0.32 -0.55 -0.40
N 0.98987 -0.61590 1.22489 0.59 -1.55 -0.43
H 0.70743 0.77824 -2.40434 -0.42 -1.15 -1.50
H -0.32930 1.34096 2.66077 -0.88 -0.05 0.52
C -0.17030 3.15299 0.72695 2.54 1.77 0.15
H -3.34249 -0.92384 -0.13773 -1.72 -1.21 -0.41
H 0.68971 3.83346 0.78042 -0.09 0.34 0.23
H 1.84240 -0.24545 3.16859 -0.89 0.43 -0.64
H 0.11112 -3.25804 -2.70793 -0.64 0.61 0.05
H -0.60755 3.48934 -0.18648 -0.60 -1.11 -1.02
H 0.61619 -0.28510 -4.05067 0.29 0.54 -0.92
C 0.61603 1.53760 2.20794 0.53 -1.77 -0.79
C -0.11131 -1.15472 -2.36837 -1.18 -0.68 -0.20
C 1.52993 0.24679 2.21719 2.72 3.14 -0.76
```
Positions in Å, forces in eV/Å.

Computed properties:
2S+1: 1
Kohn-Sham gap (spin up / spin down), hartree: 0.2820 / 0.2819
E, eV: -25459.63934
Charge: +1
Energy relative to the best compared isomer or geometry (same formula, charge and spin), kJ/mol: 488.1
HOMO level (spin up / spin down), eV: -11.15 / -11.15

Calculated atomic charges, method natural (NBO), unit e:
1. O -0.5560
2. C -0.6422
3. H 0.2333
4. C -0.3670
5. H 0.2482
6. H 0.2009
7. H 0.2431
8. H 0.1862
9. H 0.2385
10. H 0.2214
11. C -0.4523
12. S 1.0543
13. H 0.4058
14. C -0.3519
15. N -1.0134
16. C 0.2793
17. H 0.2704
18. N -0.3798
19. H 0.2012
20. H 0.1757
21. C -0.2715
22. H 0.3951
23. H 0.1815
24. H 0.2539
25. H 0.2279
26. H 0.2147
27. H 0.2183
28. C -0.0662
29. C -0.0929
30. C -0.2566

# 3
The following is a DFT calculation (wB97M-V/def2-TZVPD) of a molecular structure, C25H38OsP2.

XYZ file:
```
66
Properties=species:S:1:pos:R:3:forces:R:3
H 0.60743 -1.08836 2.52717 0.83 0.34 0.07
C -3.48234 -3.43583 -0.19500 -0.34 -0.85 0.40
H 1.56625 7.09586 2.39212 -0.24 -0.10 0.05
C 2.21871 2.92354 -2.04354 1.51 -0.50 0.27
C 0.45039 -0.74811 -1.93122 -0.53 0.29 0.74
H 1.83713 1.33492 -0.57419 0.00 0.04 0.03
C 2.39377 2.28011 -0.61815 1.02 -0.43 -1.22
C 0.92330 3.63536 1.14256 -1.70 -2.34 0.39
C -0.51670 -0.63566 -0.93112 -0.25 -0.83 -2.17
H 0.86504 5.67259 3.20762 0.04 0.13 -0.13
C -1.62501 -1.56133 -0.87459 -1.72 -0.41 -4.14
C -2.82212 -1.06849 -0.19453 -3.20 -1.37 -1.49
H -3.00381 5.25387 -0.96736 0.00 -0.06 -0.27
C -0.21238 5.53395 -3.53083 -0.23 0.10 0.02
H 3.45170 1.96743 -0.56939 -0.41 0.12 -0.07
H 1.62561 -1.05767 1.01102 -0.30 0.33 0.32
H 0.84526 3.47612 2.24032 0.13 -0.23 -0.50
H 3.66914 4.44313 2.35437 -0.02 0.29 -0.20
H -0.57291 6.55942 -3.66993 0.12 -0.20 -0.08
C -0.33122 3.20126 -2.19519 -1.20 -2.84 2.36
Os -1.10017 -0.78383 0.80459 3.63 1.66 5.54
H -0.66685 6.22749 0.03992 0.39 0.08 -0.29
C -0.50496 3.34981 0.53643 0.05 -0.16 0.45
C 0.82318 -0.55366 1.57732 -0.08 0.35 0.59
H -1.09961 2.81020 -2.89467 0.10 0.45 0.36
H 0.88679 5.52575 -3.53946 -0.27 0.02 0.04
H -2.77261 6.09554 -2.53197 0.20 -0.26 0.23
H 1.04302 0.51908 1.75385 0.33 -0.55 0.30
H -2.46612 -4.76860 -1.57732 -0.22 0.46 0.10
H 1.22600 0.01580 -2.00026 0.09 -0.54 -0.27
C -0.03597 6.13188 -0.85833 -0.24 -0.34 0.53
C 0.94871 6.20098 2.25138 0.29 0.31 -0.04
C -2.53224 -3.74843 -1.17864 0.01 -0.03 -0.40
H 2.91154 2.79439 1.37282 -0.55 0.14 -0.31
C 2.15846 3.03705 0.60847 0.75 -2.05 0.54
H 4.16257 4.98929 0.72131 -0.13 -0.08 0.25
H 0.91921 2.04925 -3.55886 -0.15 0.31 0.24
H 2.04517 5.52705 -1.35492 -0.35 0.34 0.38
H 2.95487 2.41256 -2.69387 -0.12 0.40 0.46
H -3.24914 -0.11056 -0.55701 0.03 -0.33 0.73
H -0.47794 -3.86000 -3.09530 0.12 0.31 -0.04
C -0.67275 2.53910 -0.76483 -0.03 -0.78 -0.18
C 1.46344 5.97417 -0.53135 0.34 -0.05 -0.14
C -1.61897 -2.77579 -1.62897 0.84 -0.49 1.38
H -0.54966 4.90384 -4.36035 0.00 0.15 0.10
H -1.73116 2.21511 -0.79713 0.45 0.22 0.09
H -3.11631 4.34993 -2.50484 0.17 0.12 0.12
H 1.88607 6.97523 -0.36222 -0.04 -0.19 -0.07
H -4.51823 -1.87743 0.93484 -0.09 -0.29 -0.17
C 3.49284 5.18888 1.56674 0.33 -0.15 -0.13
H -0.15687 7.06900 -1.42686 -0.13 -0.45 0.06
H -0.04926 6.50752 1.92868 0.11 -0.09 0.15
C 0.40504 -1.91840 -2.71758 -0.28 -0.08 -0.44
H 1.14462 -2.05199 -3.50418 0.02 -0.05 0.26
C -0.54113 -2.92574 -2.53796 -0.19 -0.08 -0.03
P -0.81521 4.84798 -1.93908 0.76 3.78 -3.36
H 2.51915 3.98648 -2.03652 0.02 -0.42 0.06
C -2.59351 5.15956 -1.98148 -0.26 -0.26 0.54
H 3.72255 6.17719 1.97033 -0.19 0.01 -0.07
C -3.69659 -2.14807 0.27945 0.90 1.33 -1.20
C 0.94715 2.70894 -2.69044 -0.37 0.27 -1.11
H -0.99579 2.73534 1.31154 0.21 0.08 -0.36
H -4.11935 -4.25767 0.16923 0.35 0.53 -0.15
H -1.11676 4.26100 0.53718 0.15 -0.07 0.04
H -0.11419 1.59249 -0.68283 -0.43 0.58 0.03
P 1.76267 5.10245 1.03642 -0.08 4.44 0.79
```
Positions in Å, forces in eV/Å.

Computed properties:
2S+1: 5
Kohn-Sham gap (spin up / spin down), hartree: 0.2199 / 0.1799
E, eV: -47560.55083
Charge: +2
Energy relative to the best compared isomer or geometry (same formula, charge and spin), kJ/mol: 0.0
HOMO level (spin up / spin down), eV: -11.18 / -11.85

Calculated atomic charges, method natural (NBO), unit e:
1. H 0.2202
2. C -0.2699
3. H 0.2660
4. C -0.4825
5. C -0.3380
6. H 0.2631
7. C -0.4882
8. C -0.6805
9. C 0.0680
10. H 0.2685
11. C -0.1835
12. C -0.4816
13. H 0.2719
14. C -0.9481
15. H 0.2552
16. H 0.2325
17. H 0.2925
18. H 0.2798
19. H 0.2555
20. C -0.6989
21. Os 0.6777
22. H 0.2532
23. C -0.4140
24. C -1.0972
25. H 0.3046
26. H 0.2536
27. H 0.2908
28. H 0.1858
29. H 0.2334
30. H 0.1979
31. C -0.7171
32. C -0.9728
33. C -0.0974
34. H 0.2334
35. C -0.1324
36. H 0.2743
37. H 0.2325
38. H 0.2635
39. H 0.2610
40. H 0.2375
41. H 0.2345
42. C -0.4522
43. C -0.7493
44. C -0.0480
45. H 0.2677
46. H 0.2551
47. H 0.2877
48. H 0.2854
49. H 0.2309
50. C -0.9439
51. H 0.2877
52. H 0.2477
53. C -0.1706
54. H 0.2311
55. C -0.1776
56. P 1.6022
57. H 0.1968
58. C -0.9648
59. H 0.2783
60. C -0.0906
61. C -0.0455
62. H 0.2803
63. H 0.2404
64. H 0.1993
65. H 0.2917
66. P 1.6551

# 4
The following is a DFT calculation (wB97M-V/def2-TZVPD) of 2 unconnected molecules or ions with the total composition C5H13N.

XYZ file:
```
19
Properties=species:S:1:pos:R:3:forces:R:3
C 1.38916 -1.20101 -0.52636 0.02 -0.85 -0.99
C -1.07597 -0.89570 -0.33991 0.33 -0.29 0.36
H 1.27531 -2.20814 -0.17050 -0.20 -0.37 0.55
H -0.92133 1.06959 -1.66245 -0.14 0.10 -0.58
H -1.04700 -1.04175 0.73083 0.24 0.08 0.08
H 2.32054 -1.20429 -1.08815 -0.24 0.93 -0.19
H -2.00551 -1.12789 -0.82334 -0.44 0.59 -0.28
C -0.49851 0.76367 -0.72841 -1.17 1.71 -0.54
H 0.05261 -0.94677 -2.13173 -0.40 0.65 -0.43
H 2.09805 -0.20653 2.41008 0.01 -0.14 -0.31
C -1.45870 1.39716 0.34567 -0.45 -0.81 -0.04
H -1.17508 1.07753 1.32303 0.29 0.19 0.75
H 1.53722 0.94946 1.39952 0.23 0.16 0.17
H 1.54249 -0.60454 0.79026 0.19 0.59 1.33
H -2.47556 1.08647 0.18020 -0.42 -0.02 -0.06
H -1.41665 2.46078 0.21781 0.25 0.47 0.01
N 1.37978 -0.00190 1.71522 -0.41 -0.02 -0.26
H 0.39808 1.35305 -0.56430 0.53 -0.69 0.15
C 0.08108 -0.71919 -1.07748 1.77 -2.29 0.29
```
Positions in Å, forces in eV/Å.

Computed properties:
2S+1: 2
Kohn-Sham gap (spin up / spin down), hartree: 0.3089 / 0.3244
E, eV: -6873.91637
Charge: +1
Energy relative to the best compared isomer or geometry (same formula, charge and spin), kJ/mol: 370.9
HOMO level (spin up / spin down), eV: -13.20 / -14.16

Calculated atomic charges, method natural (NBO), unit e:
1. C -0.3863
2. C -0.0541
3. H 0.2271
4. H 0.2630
5. H 0.2688
6. H 0.2429
7. H 0.2601
8. C -0.4470
9. H 0.2837
10. H 0.3905
11. C -0.5420
12. H 0.2424
13. H 0.3505
14. H 0.3007
15. H 0.2236
16. H 0.2516
17. N -0.9861
18. H 0.3173
19. C -0.2068

# 5
The following is a DFT calculation (wB97M-V/def2-TZVPD) of 10 unconnected molecules or ions with the total composition FH18O9.

XYZ file:
```
28
Properties=species:S:1:pos:R:3:forces:R:3
O -10.90700 1.55400 9.91400 -1.21 -0.81 1.59
H -7.26000 -1.58700 12.65400 -0.08 0.29 -0.04
O -7.44900 1.34600 13.25900 -0.06 0.27 -0.77
H -8.00700 2.96500 9.66700 0.29 0.74 -0.72
H -11.55000 1.46200 10.66000 0.72 0.17 -1.08
O -10.38100 3.59200 8.50700 -1.76 0.79 -0.32
H -6.91500 -0.13800 12.36800 -0.40 0.82 0.60
H -7.72100 4.49100 9.40700 0.03 -1.02 -0.46
O -7.75400 3.61800 8.95900 0.47 0.41 0.73
H -10.05400 1.58800 10.38100 -0.13 -0.13 -0.19
H -8.33500 0.31700 8.17700 -0.15 0.13 1.06
H -10.38600 2.77800 9.01400 -0.85 -0.19 0.27
H -6.80200 1.60600 10.51500 -1.21 0.22 -0.03
H -9.38500 0.40600 11.70100 0.93 1.25 -0.71
H -9.51200 3.61600 8.18500 1.95 0.42 -0.77
O -9.74600 -0.42500 11.90800 -1.30 -2.31 0.93
H -8.97700 3.23700 11.28800 0.21 -0.56 -0.23
H -7.83600 1.51200 12.35800 0.25 0.20 0.95
O -6.73400 -1.01900 12.08200 0.65 -1.83 -0.56
H -8.38100 0.61100 9.77700 0.13 -0.07 -0.93
H -9.06700 4.74600 10.98100 -0.31 -0.27 0.03
H -5.89900 1.47800 9.26600 -0.34 0.05 0.19
F -8.46100 1.80700 10.78900 0.04 0.01 0.56
H -9.56600 -1.05100 11.19100 0.20 0.73 0.01
H -6.52500 1.60400 13.15600 -0.05 0.18 0.08
O -9.30600 4.06700 11.62000 -0.34 1.49 0.78
O -5.93400 1.39800 10.22300 2.31 -0.25 -0.13
O -8.38700 -0.06600 9.07200 0.03 -0.75 -0.85
```
Positions in Å, forces in eV/Å.

Computed properties:
2S+1: 1
Kohn-Sham gap, hartree: 0.3771
E, eV: -21440.31770
Charge: -1
Energy relative to the best compared isomer or geometry (same formula, charge and spin), kJ/mol: 47.2
HOMO level, eV: -6.96

Calculated atomic charges, method natural (NBO), unit e:
1. O -0.9627
2. H 0.4575
3. O -0.9617
4. H 0.4987
5. H 0.4804
6. O -0.9926
7. H 0.4756
8. H 0.4624
9. O -0.9836
10. H 0.4890
11. H 0.4634
12. H 0.4789
13. H 0.4765
14. H 0.4708
15. H 0.4658
16. O -0.9655
17. H 0.4834
18. H 0.4937
19. O -0.9604
20. H 0.4916
21. H 0.4515
22. H 0.4696
23. F -0.8127
24. H 0.4869
25. H 0.4685
26. O -0.9650
27. O -0.9668
28. O -0.9931